No. 1
2 unconnected molecules or ions with the total composition C2H5FS at a distorted geometry. Source: the Open Molecules 2025 dataset; level of theory: ωB97M-V with the def2-TZVPD basis set.

Computed properties:
* spin multiplicity: 1
* orbital gap: 10.624 eV
* energy above the lowest of the compared OMol25 structures with the same formula, charge and spin: 172.5 kJ/mol

Each line ends with the Löwdin charge.
Positions of all 9 atoms, in Å:
C (0.9896, 0.0551, 0.0446)  -0.0847
C (-0.4324, 0.0989, -0.4736)  -0.5030
F (-0.8874, 1.8220, 0.2851)  -0.3956
S (-1.7520, -0.9299, 0.0203)  0.8476
H (1.4479, -0.6727, -0.4684)  0.0406
H (0.8279, -0.3700, 1.0769)  0.1048
H (1.4202, 0.9389, -0.1418)  0.0459
H (-0.4635, 0.5471, -1.4183)  0.0609
H (-1.1502, -1.4895, 1.0751)  -0.1166



No. 2
C5H4N4O6 in the gas phase at a distorted geometry. Source: the Open Molecules 2025 dataset; level of theory: ωB97M-V with the def2-TZVPD basis set.

Computed properties:
* spin multiplicity: 1
* orbital gap: 9.102 eV
* energy above the lowest of the compared OMol25 structures with the same formula, charge and spin: 139.2 kJ/mol
* SMILES: O=[N+]([O-])C([N+](=O)[O-])=[N+]([O-])O[C@H]1C=CC=N1

Each line ends with the Löwdin charge.
Positions of all 19 atoms, in Å:
O (-2.4945, -1.2783, -1.0462)  0.1543
N (-2.8537, -0.3438, -0.4388)  -0.3709
O (-3.9478, 0.0433, -0.1829)  0.1384
C (-1.7751, 0.4350, 0.1501)  0.0278
N (-2.1334, 1.8920, 0.5055)  -0.3217
O (-1.9167, 2.2797, 1.6120)  0.1218
O (-2.6126, 2.6121, -0.3407)  0.1116
N (-0.6282, -0.1518, 0.4607)  -0.1670
O (-0.3800, -1.3030, 0.2636)  0.1169
O (0.2862, 0.6348, 1.1424)  0.0525
C (1.5438, 0.4317, 0.5946)  -0.2964
C (2.0913, -1.0260, 0.6862)  -0.0486
C (2.3696, -1.3932, -0.5399)  -0.0793
C (1.9691, -0.2779, -1.4418)  -0.1442
N (1.4061, 0.6887, -0.8751)  0.1064
H (2.3126, 1.1113, 0.9734)  0.1698
H (2.0617, -1.6691, 1.6743)  0.1648
H (2.9190, -2.4042, -0.6705)  0.1392
H (1.7825, -0.2813, -2.5269)  0.1245



No. 3
2 unconnected molecules or ions with the total composition C6H17NO at a distorted geometry. Source: the Open Molecules 2025 dataset; level of theory: ωB97M-V with the def2-TZVPD basis set.

Computed properties:
* total charge: -1
* spin multiplicity: 2
* orbital gap (alpha / beta): 2.726 / 8.518 eV
* energy above the lowest of the compared OMol25 structures with the same formula, charge and spin: 71.8 kJ/mol

Each line ends with the Löwdin charge.
Positions of all 25 atoms, in Å:
C (-2.6705, 0.1621, 0.9520)  -0.1198
C (-1.1571, 0.1003, 1.2080)  -0.3273
N (-0.4567, -0.6418, 0.1594)  -0.2055
C (0.7364, -1.3338, 0.6148)  -0.1564
C (0.8871, 0.8875, -1.4045)  -0.2043
C (-0.3737, 0.0995, -1.0910)  -0.4472
C (-0.6070, -0.9414, -2.2343)  -0.0762
H (-3.0895, 1.1181, 1.2865)  0.0554
H (-2.8462, 0.1380, -0.1212)  0.0466
H (-3.1828, -0.7111, 1.3530)  0.0593
H (-0.7542, 1.1175, 1.2777)  0.0549
H (-1.0030, -0.3951, 2.1618)  0.0780
H (0.6552, -2.4159, 0.3758)  0.0661
H (1.7164, -0.9619, 0.3435)  0.0490
H (0.7103, -1.4493, 1.7068)  0.0549
H (1.1648, 1.5878, -0.6122)  0.0097
H (1.7797, 0.2729, -1.5368)  0.0548
H (0.7037, 1.4052, -2.3508)  0.0553
H (-1.2244, 0.7757, -1.1574)  0.1089
H (-1.6713, -1.1798, -2.2635)  0.0618
H (-0.1551, -0.6146, -3.1737)  0.0575
H (-0.0903, -1.8631, -1.9750)  0.0571
H (2.6050, 1.7630, 0.7758)  -0.0520
H (2.4097, 1.0753, 2.1584)  -0.0426
O (3.0823, 1.3311, 1.5036)  -0.2380



Please write out number 2 again, unchanged.
C5H4N4O6 in the gas phase at a distorted geometry. Source: the Open Molecules 2025 dataset; level of theory: ωB97M-V with the def2-TZVPD basis set.

Computed properties:
* spin multiplicity: 1
* orbital gap: 9.102 eV
* energy above the lowest of the compared OMol25 structures with the same formula, charge and spin: 139.2 kJ/mol
* SMILES: O=[N+]([O-])C([N+](=O)[O-])=[N+]([O-])O[C@H]1C=CC=N1

Each line ends with the Löwdin charge.
Positions of all 19 atoms, in Å:
O (-2.4945, -1.2783, -1.0462)  0.1543
N (-2.8537, -0.3438, -0.4388)  -0.3709
O (-3.9478, 0.0433, -0.1829)  0.1384
C (-1.7751, 0.4350, 0.1501)  0.0278
N (-2.1334, 1.8920, 0.5055)  -0.3217
O (-1.9167, 2.2797, 1.6120)  0.1218
O (-2.6126, 2.6121, -0.3407)  0.1116
N (-0.6282, -0.1518, 0.4607)  -0.1670
O (-0.3800, -1.3030, 0.2636)  0.1169
O (0.2862, 0.6348, 1.1424)  0.0525
C (1.5438, 0.4317, 0.5946)  -0.2964
C (2.0913, -1.0260, 0.6862)  -0.0486
C (2.3696, -1.3932, -0.5399)  -0.0793
C (1.9691, -0.2779, -1.4418)  -0.1442
N (1.4061, 0.6887, -0.8751)  0.1064
H (2.3126, 1.1113, 0.9734)  0.1698
H (2.0617, -1.6691, 1.6743)  0.1648
H (2.9190, -2.4042, -0.6705)  0.1392
H (1.7825, -0.2813, -2.5269)  0.1245



Q: Which of these has the highest spin multiplicity?
A: C6H17NO